{
  "formula": "C38H44BeOP2",
  "method": "wB97M-V/def2-TZVPD",
  "lumo_energy_ev": [-0.5, -0.5],
  "homo_ev": [-4.26, -5.14],
  "e_tot_ev": -61137.731,
  "species": ["C", "C", "C", "C", "H", "H", "H", "H", "C", "H", "H", "C", "C", "C", "C", "C", "C", "P", "H", "C", "H", "H", "C", "C", "C", "H", "P", "C", "H", "H", "H", "C", "H", "H", "H", "C", "C", "H", "C", "H", "C", "H", "H", "H", "H", "C", "C", "C", "C", "H", "H", "C", "C", "H", "H", "H", "H", "H", "Be", "H", "H", "C", "H", "C", "C", "H", "H", "H", "H", "C", "C", "C", "H", "H", "C", "O", "C", "C", "H", "H", "H", "H", "C", "H", "H", "C"],
  "xyz": [[-2.695, -2.739, 2.380], [-2.400, -2.448, 1.025], [2.771, 1.252, 0.792], [0.303, 2.052, -3.811], [-0.302, -2.255, -0.861], [1.558, 1.557, -2.022], [3.926, 3.137, -1.785], [0.892, -1.890, -4.436], [-2.608, 1.538, 2.725], [0.209, -0.421, -5.142], [-2.896, 1.401, -2.914], [-0.093, -1.380, -0.212], [2.685, 3.600, 1.355], [-3.244, 2.695, -0.403], [-2.701, -3.400, 0.029], [0.995, 1.122, -2.866], [-2.697, 0.343, -0.117], [2.359, -0.476, 1.137], [1.957, 0.112, 3.419], [-1.956, 0.879, -3.221], [-3.113, 2.394, 2.280], [-1.532, 1.787, -1.442], [-1.100, 1.564, 2.508], [3.923, -1.382, 1.070], [-5.020, 1.060, -0.363], [-1.006, 2.365, 4.492], [-1.555, -0.867, 0.707], [6.333, -1.448, 1.304], [-4.413, -0.992, -0.086], [-3.683, -4.071, 3.744], [-3.090, 0.634, 2.347], [-1.058, -1.412, -3.661], [3.438, 4.956, -0.135], [-0.952, -2.367, -3.123], [-1.712, -1.658, -4.518], [-4.073, 0.040, -0.197], [3.248, 3.915, 0.116], [2.061, -1.642, 3.158], [-1.137, 1.619, -4.223], [-2.792, 1.554, 3.813], [1.147, -0.168, -3.191], [1.809, -1.075, -1.082], [5.018, -4.599, 1.256], [0.897, 2.152, -4.743], [7.282, -0.918, 1.392], [1.226, -0.978, -0.154], [1.651, -0.707, 2.755], [5.158, -0.710, 1.151], [-2.274, 1.664, -0.530], [0.292, 3.061, -3.375], [2.446, 4.369, 2.090], [-4.602, 2.395, -0.381], [-3.771, -4.807, 1.709], [7.194, -3.407, 1.496], [-4.329, -5.707, 1.976], [3.627, 0.761, -1.138], [2.913, -3.296, 0.979], [-0.778, 0.542, 2.776], [-0.489, 1.858, -0.236], [0.559, 2.317, 3.701], [1.869, 2.021, 2.583], [3.871, -2.788, 1.091], [-6.092, 0.829, -0.392], [2.396, 2.275, 1.667], [-0.501, 2.500, 3.531], [-2.410, -3.240, -1.013], [-1.112, 1.057, -5.169], [-2.915, 3.733, -0.356], [-1.692, 2.544, -4.426], [-1.761, -0.397, -2.834], [-3.402, -4.566, 0.378], [3.358, 1.564, -0.443], [-3.671, -5.290, -0.396], [2.003, -0.760, -2.835], [5.051, -3.511, 1.238], [-0.570, 1.886, 1.223], [6.274, -2.843, 1.355], [0.338, -0.963, -4.188], [0.556, -0.780, 2.696], [-2.349, -2.051, 3.157], [5.195, 0.382, 1.097], [-5.340, 3.206, -0.351], [-3.412, -3.889, 2.706], [-2.396, -0.829, -2.062], [-0.640, 3.538, 3.220], [3.542, 2.900, -0.796]]
}

{
  "formula": "C22H39AlCl3N3O3Si",
  "method": "wB97M-V/def2-TZVPD",
  "lumo_energy_ev": 0.1,
  "homo_ev": -8.13,
  "e_above_lowest_ev": 1.175,
  "e_tot_ev": -86108.632,
  "species": ["C", "C", "C", "H", "H", "C", "H", "Al", "H", "H", "C", "H", "H", "O", "H", "H", "N", "N", "H", "H", "C", "H", "H", "Cl", "H", "H", "H", "H", "C", "H", "H", "Si", "H", "C", "C", "C", "H", "H", "H", "H", "C", "Cl", "H", "H", "H", "H", "H", "C", "H", "C", "C", "H", "H", "H", "C", "C", "Cl", "N", "O", "C", "C", "H", "H", "H", "C", "C", "H", "H", "O", "C", "C", "H"],
  "xyz": [[2.297, -3.600, -4.678], [0.338, 2.650, 2.798], [0.298, 2.286, -5.843], [-1.654, -2.898, 1.008], [-1.302, 0.847, -6.197], [-0.178, -0.014, 6.266], [2.391, -2.060, -0.944], [0.930, -0.047, 2.785], [1.972, -3.770, -5.711], [2.337, 0.112, -2.097], [1.856, -2.237, -4.272], [-2.080, 2.771, 1.360], [2.104, -3.533, -1.907], [-0.130, 1.512, 3.128], [-3.169, 0.338, -2.058], [-0.311, -4.582, 4.402], [-1.263, -3.232, 3.062], [0.422, -0.447, 5.369], [-2.056, 0.685, -3.389], [-2.307, 3.081, 3.110], [0.026, 0.203, -4.638], [-0.442, 5.726, 2.131], [-1.252, -0.348, 8.031], [1.336, 0.908, 0.754], [1.435, -1.641, -5.081], [-1.324, -4.583, 1.488], [-2.889, -0.068, 0.031], [0.569, 2.508, -0.754], [-0.413, 1.103, -5.617], [-1.826, 1.035, 7.050], [3.648, -2.675, -2.046], [-0.796, 0.454, -1.148], [-1.993, -4.100, 4.821], [2.566, -2.537, -1.913], [-1.036, -3.540, 1.648], [1.430, 2.576, -5.073], [-2.176, -0.958, -2.732], [2.703, 1.920, -3.428], [-1.689, -5.240, 3.465], [0.031, -3.405, 1.392], [-1.152, -2.000, 3.561], [1.827, -1.893, 1.676], [-1.512, -1.869, 4.599], [1.179, 4.954, 2.288], [-1.757, 0.652, 1.193], [-0.456, -0.769, -4.492], [0.280, 4.841, 0.757], [-1.831, -0.031, 0.336], [-0.318, 1.168, 7.994], [-0.936, 0.489, 7.395], [1.982, -1.737, -3.028], [-0.241, 2.600, -2.323], [1.419, 2.824, 2.854], [-1.556, -1.025, 0.694], [-2.173, 0.109, -2.463], [-1.315, -4.359, 3.998], [2.670, 0.559, 3.960], [-0.426, 3.645, 2.363], [0.450, -0.562, -1.666], [-1.865, 3.468, 2.184], [1.090, 0.544, -3.799], [-1.156, 2.903, -0.831], [-2.284, 4.451, 1.947], [3.390, -3.716, -4.646], [1.820, 1.717, -4.042], [1.491, -0.355, -2.633], [2.008, 3.478, -5.273], [1.860, -4.393, -4.057], [-0.661, -1.011, 2.934], [-0.370, 2.281, -1.280], [0.179, 4.867, 1.852], [-0.040, 2.966, -6.626]]
}

{
  "formula": "C34H55ClN3OP2Sr",
  "method": "wB97M-V/def2-TZVPD",
  "lumo_energy_ev": -2.6,
  "homo_ev": -8.47,
  "total_charge": 1,
  "e_above_lowest_ev": 0.000,
  "e_tot_ev": -74599.645,
  "species": ["H", "H", "H", "H", "H", "C", "C", "N", "H", "P", "H", "H", "C", "H", "H", "C", "H", "H", "C", "H", "Sr", "C", "H", "C", "C", "C", "H", "H", "C", "C", "N", "H", "H", "C", "H", "H", "P", "C", "H", "H", "H", "C", "H", "H", "H", "H", "Cl", "H", "H", "H", "H", "C", "H", "H", "H", "C", "H", "C", "H", "H", "H", "H", "H", "C", "H", "C", "C", "C", "N", "C", "H", "C", "C", "H", "H", "H", "H", "H", "C", "C", "H", "H", "O", "H", "H", "C", "H", "H", "H", "C", "C", "C", "C", "C", "H", "C", "C"],
  "xyz": [[-0.023, 0.457, 5.432], [2.764, -1.542, -3.688], [0.517, 1.545, 4.140], [-4.623, 1.412, -1.114], [0.150, -2.187, 4.059], [2.558, 0.577, -3.303], [1.051, -1.860, 4.600], [-2.195, -1.531, 2.329], [-4.642, -0.277, 4.276], [1.944, -0.429, 2.340], [4.110, -0.264, -2.038], [-1.240, 3.348, -2.713], [0.280, 0.500, 4.377], [-0.433, 5.143, 1.555], [1.784, -0.701, -4.905], [2.314, 1.361, 2.075], [-3.867, -0.739, -4.216], [1.637, 3.973, 2.414], [-2.864, 2.017, -4.330], [-3.579, 1.247, -4.642], [-0.519, -1.010, 0.391], [3.844, 0.696, -2.495], [-1.543, -0.310, -5.058], [-1.583, 1.440, -3.729], [-1.713, 1.451, -0.827], [-4.725, 0.786, -2.006], [5.104, -2.597, 2.639], [-3.717, -0.553, 0.149], [2.663, -0.609, -4.257], [-3.940, -1.260, -3.254], [0.220, 1.411, 0.766], [-1.725, -3.562, 2.012], [-4.957, -1.673, -3.180], [-4.023, -1.038, 3.810], [-4.699, 1.431, -2.886], [-3.238, -2.103, -3.272], [-1.845, 0.321, -2.171], [-4.232, -2.399, 4.036], [-2.581, 2.584, -5.231], [1.463, 1.800, -4.725], [2.433, -2.380, 0.095], [-3.853, -1.161, -0.755], [3.682, -2.605, 3.696], [-0.587, 0.189, 3.776], [5.178, -1.278, 0.503], [3.832, -3.287, 0.708], [-3.599, -4.996, 3.645], [2.275, 0.219, 6.064], [-3.343, 2.724, -3.641], [4.667, 0.984, -3.162], [3.154, 1.479, 1.369], [-1.084, 3.410, 0.476], [-5.019, -2.762, 4.689], [2.224, 2.714, -3.384], [3.205, 2.099, -4.720], [-0.888, 0.517, -4.748], [0.812, -1.840, 5.673], [-3.690, -0.340, -2.045], [-2.790, 0.424, 2.779], [-3.182, -2.033, -0.710], [-4.881, -1.553, -0.719], [-0.371, 3.144, -4.250], [2.298, -3.322, 1.611], [-0.231, 4.106, 1.306], [0.192, 2.298, -2.782], [4.398, -0.622, 0.924], [-2.382, -2.861, 2.535], [0.905, 3.460, 1.801], [0.823, -0.392, -1.579], [-0.795, 2.071, 0.108], [-2.700, 1.920, -0.698], [-0.371, -3.695, -1.170], [2.658, 0.037, 5.050], [3.545, -0.491, -4.897], [-1.973, 3.863, 0.041], [3.767, 1.459, -1.711], [0.026, 0.081, -4.326], [1.836, -2.611, 4.447], [-0.695, 2.625, -3.335], [2.344, 1.873, -4.077], [-5.727, 0.329, -1.976], [3.101, 0.974, 4.691], [-0.337, -4.589, -1.888], [3.852, -0.174, 0.081], [-0.625, 1.096, -5.645], [1.483, -0.441, 4.188], [4.732, -1.150, 3.596], [4.906, 0.174, 1.487], [2.641, 1.851, 3.001], [2.965, -2.681, 1.014], [-2.989, -0.640, 2.961], [-3.394, -3.314, 3.395], [1.383, 0.295, -2.355], [4.281, -1.973, 3.026], [3.448, -0.718, 5.127], [1.079, 2.104, 1.532], [3.481, -1.467, 1.820]]
}